The following is a quantum chemistry calculation of the molecule C26H47BrN2O5S2 at a distorted geometry, from OMol25.

Geometry (Å):
Br  -2.67  2.90  2.10
S  -0.92  -4.09  -1.54
S  -3.42  -0.90  1.20
O  2.53  0.03  0.54
O  -2.21  -2.03  0.83
O  -3.11  0.64  0.61
O  -4.82  -3.09  -3.45
O  -3.35  -0.78  2.78
N  0.08  -3.24  5.58
N  2.03  6.62  0.79
C  0.01  -0.65  0.96
C  -2.70  -1.56  -3.75
C  -4.61  -4.52  -3.71
C  2.29  9.23  0.62
C  -1.94  1.35  0.98
C  1.46  4.27  1.91
C  -1.32  -0.97  -1.43
C  -4.05  -2.23  -4.38
C  0.93  -2.62  4.50
C  -0.67  0.66  1.68
C  4.11  -1.76  -0.22
C  -1.07  -1.57  0.07
C  -0.24  -3.01  -0.19
C  3.63  -0.20  -0.41
C  0.44  1.83  2.15
C  2.28  5.12  0.75
C  0.71  3.03  1.09
C  0.65  -3.61  -4.01
C  0.71  7.31  1.09
C  -0.11  -2.27  3.23
C  -2.76  -1.26  -2.13
C  0.72  8.94  1.01
C  1.21  -0.12  -0.08
C  3.03  7.75  0.49
C  0.61  -4.49  -2.62
C  0.80  -1.49  2.13
H  4.51  0.53  -0.08
H  3.36  0.05  -1.52
H  -5.34  -4.91  -4.57
H  1.48  2.75  0.21
H  2.29  3.74  2.57
H  1.79  -3.63  -4.37
H  -0.48  -1.33  -2.21
H  0.05  -4.13  -4.90
H  -3.25  -2.18  -1.57
H  -0.23  3.52  0.59
H  -1.20  0.22  -1.44
H  -0.69  -2.57  5.81
H  0.38  -2.48  -3.87
H  1.62  -3.50  4.08
H  -0.97  -1.65  3.72
H  -0.55  -3.30  2.93
H  0.72  -5.63  -2.85
H  2.74  10.31  0.47
H  0.72  4.92  2.54
H  0.91  -2.87  -0.29
H  0.82  0.86  -0.64
H  4.15  -2.12  0.90
H  -0.42  -4.09  5.17
H  1.47  1.40  2.47
H  -3.70  -2.93  -5.28
H  5.23  -1.82  -0.63
H  -1.56  1.90  -0.01
H  1.45  -0.74  2.78
H  2.01  4.79  -0.36
H  1.57  -1.70  4.83
H  -4.80  -1.45  -4.87
H  -3.48  -0.34  -1.94
H  3.42  -2.50  -0.84
H  1.39  -0.89  -0.98
H  -0.18  9.66  1.22
H  -1.80  -2.29  -3.95
H  -0.39  -3.65  0.81
H  0.01  2.35  3.14
H  -0.14  6.53  1.33
H  1.58  -4.18  -2.00
H  -2.55  -0.51  -4.29
H  -4.89  -5.18  -2.76
H  -1.03  0.29  2.75
H  4.16  7.68  0.21
H  -3.52  -4.81  -4.03
H  3.46  4.94  0.84
H  1.61  -2.26  1.71

As for the LUMO energy: 0.28 eV. The frontier orbital gap comes out at 7.84 eV.

The following is a quantum chemistry calculation of a structure of composition C26H47Cl2HoP at a distorted geometry, from OMol25.

Geometry (Å):
Ho  2.39  -0.40  0.35
Cl  0.86  -0.33  2.29
Cl  1.21  -2.59  -1.23
P  -1.92  -1.20  -0.08
C  -3.78  -2.42  -3.74
C  -2.97  0.00  -3.98
C  -3.52  -2.36  -2.23
C  0.01  3.75  -1.33
C  1.44  -0.96  -1.86
C  -4.75  -0.51  0.33
C  -5.54  0.64  2.48
C  -1.09  -3.21  1.69
C  -3.45  -4.94  1.29
C  -4.08  0.85  2.89
C  2.34  1.94  -1.12
C  2.38  3.05  -2.19
C  -2.75  0.06  -2.46
C  1.49  2.33  0.06
C  -3.48  -3.44  0.95
C  -4.01  -1.05  -4.38
C  -2.41  -5.29  2.35
C  0.98  3.58  -2.52
C  -1.02  -4.70  2.04
C  -3.31  -0.20  0.72
C  -5.73  0.48  0.97
C  0.41  3.05  -0.08
C  -2.43  -1.33  -1.89
C  -3.13  -0.18  2.25
C  -2.08  -2.97  0.54
C  3.55  -2.14  0.85
H  -2.91  -2.90  -4.22
H  -4.88  -0.48  -0.76
H  -3.24  -3.36  -1.87
H  0.52  2.92  -3.25
H  -3.98  0.79  3.98
H  -3.76  1.85  2.59
H  -2.09  0.04  2.51
H  -0.35  -4.85  2.89
H  -0.24  3.22  0.78
H  -0.59  -5.24  1.18
H  -1.75  -3.58  -0.32
H  -2.75  -4.90  3.32
H  -1.00  3.45  -1.65
H  -2.33  -6.37  2.45
H  -3.24  -5.50  0.37
H  -1.40  -2.63  2.58
H  -4.46  -2.09  -1.72
H  -4.01  -1.16  -5.47
H  -4.45  -5.25  1.62
H  -4.22  -3.28  0.15
H  -1.93  0.76  -2.23
H  3.38  1.68  -0.81
H  -3.82  -2.88  1.83
H  -5.02  -1.52  0.65
H  -5.01  -0.69  -4.10
H  2.21  -0.99  -2.64
H  -3.65  0.46  -1.98
H  0.49  -0.62  -2.28
H  -5.93  -0.26  2.98
H  2.88  2.68  -3.10
H  -2.01  -0.23  -4.46
H  3.01  3.85  -1.79
H  -0.09  -2.84  1.43
H  1.89  2.00  1.05
H  1.09  4.56  -3.00
H  -6.14  1.48  2.83
H  3.44  -2.52  1.90
H  -0.10  4.82  -1.13
H  -3.35  -1.18  2.67
H  1.87  1.05  -1.62
H  -5.60  1.46  0.48
H  -3.28  0.99  -4.33
H  -3.07  0.82  0.35
H  -4.64  -3.07  -3.92
H  4.19  -2.80  0.24
H  -6.76  0.15  0.75
H  -1.48  -1.69  -2.35

As for the LUMO energy (alpha / beta): 2.49 / 2.48 eV. The frontier orbital gap (alpha / beta) comes out at 4.01 / 4.27 eV. Its multiplicity is 5. As for the total charge: -1.

The following is a quantum chemistry calculation of a cluster of 3 separate species, C26H47F7N4O7S in total at a distorted geometry, from OMol25.

Geometry (Å):
S  0.97  0.39  -4.07
F  -1.82  1.30  -4.95
F  -3.30  1.12  -1.99
F  0.17  1.99  -2.05
F  -2.21  2.79  -3.48
F  -1.57  -0.15  -1.95
F  -3.00  -0.33  -3.53
F  0.29  2.89  -4.00
O  0.83  8.84  -1.74
O  -0.35  -2.68  7.58
O  2.32  4.65  -0.80
O  1.44  0.88  -5.33
O  -1.01  -4.18  3.35
O  0.10  -0.74  -4.23
O  -2.03  -6.60  -1.20
N  -2.54  -2.56  5.55
N  4.71  0.84  -4.09
N  2.68  6.86  -2.99
N  2.24  -3.14  -4.35
C  -2.54  -3.35  6.78
C  0.86  -3.02  -1.31
C  1.50  -1.60  -1.33
C  -1.75  -2.66  7.88
C  2.96  5.43  -3.06
C  0.03  -4.10  4.31
C  -0.40  -4.61  0.31
C  2.56  -1.37  -2.48
C  -2.46  -6.21  -2.51
C  2.11  4.50  -2.19
C  0.37  -3.27  0.16
C  -2.62  -5.80  -0.18
C  -1.89  -4.44  -0.13
C  2.44  0.09  -3.02
C  1.84  9.60  -1.10
C  1.36  7.24  -3.48
C  1.55  5.68  -0.19
C  -0.09  1.77  -3.36
C  -2.37  0.56  -2.75
C  2.55  -2.43  -3.56
C  3.72  0.49  -3.70
C  0.18  -1.40  7.30
C  1.04  8.68  -3.14
C  -2.29  -4.49  3.89
C  -3.06  -3.26  4.39
C  -1.61  1.59  -3.67
H  2.41  3.48  -2.43
H  0.00  -3.09  -2.00
H  1.60  -3.81  -1.52
H  -3.10  -2.54  3.57
H  2.78  7.16  -2.03
H  4.00  5.30  -2.76
H  -3.57  -3.50  7.11
H  -2.09  -4.34  6.61
H  -0.44  -4.84  1.42
H  2.36  0.75  -2.13
H  -2.57  -6.30  0.81
H  -0.06  -0.69  8.10
H  0.96  -4.38  3.81
H  -0.12  -4.77  5.15
H  1.52  9.78  -0.08
H  3.56  -1.43  -2.00
H  2.11  6.62  -0.18
H  -3.07  -5.28  -2.50
H  2.79  9.05  -1.07
H  1.21  -3.26  0.88
H  0.15  -3.07  4.66
H  0.09  8.95  -3.63
H  -0.31  -2.43  0.42
H  -3.05  -7.04  -2.95
H  0.75  -0.79  -1.33
H  0.58  5.82  -0.67
H  1.32  7.10  -4.56
H  -1.56  -6.00  -3.12
H  1.81  9.36  -3.52
H  -2.39  -3.78  0.63
H  -4.10  -3.56  4.59
H  -1.89  -3.90  -1.09
H  1.98  10.56  -1.60
H  -2.11  -1.65  8.06
H  -2.22  -5.28  4.64
H  -1.88  -3.24  8.80
H  -2.86  -4.91  3.06
H  -3.71  -5.68  -0.41
H  1.04  4.56  -2.44
H  0.58  6.61  -3.03
H  2.89  5.10  -4.11
H  2.05  -1.49  -0.37
H  0.09  -5.48  -0.16
H  -0.19  -1.02  6.34
H  1.26  -1.50  7.23
H  1.38  5.39  0.85
H  -1.59  -2.27  5.35

As for the LUMO energy: 0.07 eV. The frontier orbital gap comes out at 8.90 eV. Its SMILES is COCCCCCC[C@@H](C#N)[C@@H](C#N)S(=O)(=O)C(F)(F)C(F)(F)C(F)(F)F.COCCNCCOC.COCCNCCOC.

Copy entry 2 word for word.
The following is a quantum chemistry calculation of a structure of composition C26H47Cl2HoP at a distorted geometry, from OMol25.

Geometry (Å):
Ho  2.39  -0.40  0.35
Cl  0.86  -0.33  2.29
Cl  1.21  -2.59  -1.23
P  -1.92  -1.20  -0.08
C  -3.78  -2.42  -3.74
C  -2.97  0.00  -3.98
C  -3.52  -2.36  -2.23
C  0.01  3.75  -1.33
C  1.44  -0.96  -1.86
C  -4.75  -0.51  0.33
C  -5.54  0.64  2.48
C  -1.09  -3.21  1.69
C  -3.45  -4.94  1.29
C  -4.08  0.85  2.89
C  2.34  1.94  -1.12
C  2.38  3.05  -2.19
C  -2.75  0.06  -2.46
C  1.49  2.33  0.06
C  -3.48  -3.44  0.95
C  -4.01  -1.05  -4.38
C  -2.41  -5.29  2.35
C  0.98  3.58  -2.52
C  -1.02  -4.70  2.04
C  -3.31  -0.20  0.72
C  -5.73  0.48  0.97
C  0.41  3.05  -0.08
C  -2.43  -1.33  -1.89
C  -3.13  -0.18  2.25
C  -2.08  -2.97  0.54
C  3.55  -2.14  0.85
H  -2.91  -2.90  -4.22
H  -4.88  -0.48  -0.76
H  -3.24  -3.36  -1.87
H  0.52  2.92  -3.25
H  -3.98  0.79  3.98
H  -3.76  1.85  2.59
H  -2.09  0.04  2.51
H  -0.35  -4.85  2.89
H  -0.24  3.22  0.78
H  -0.59  -5.24  1.18
H  -1.75  -3.58  -0.32
H  -2.75  -4.90  3.32
H  -1.00  3.45  -1.65
H  -2.33  -6.37  2.45
H  -3.24  -5.50  0.37
H  -1.40  -2.63  2.58
H  -4.46  -2.09  -1.72
H  -4.01  -1.16  -5.47
H  -4.45  -5.25  1.62
H  -4.22  -3.28  0.15
H  -1.93  0.76  -2.23
H  3.38  1.68  -0.81
H  -3.82  -2.88  1.83
H  -5.02  -1.52  0.65
H  -5.01  -0.69  -4.10
H  2.21  -0.99  -2.64
H  -3.65  0.46  -1.98
H  0.49  -0.62  -2.28
H  -5.93  -0.26  2.98
H  2.88  2.68  -3.10
H  -2.01  -0.23  -4.46
H  3.01  3.85  -1.79
H  -0.09  -2.84  1.43
H  1.89  2.00  1.05
H  1.09  4.56  -3.00
H  -6.14  1.48  2.83
H  3.44  -2.52  1.90
H  -0.10  4.82  -1.13
H  -3.35  -1.18  2.67
H  1.87  1.05  -1.62
H  -5.60  1.46  0.48
H  -3.28  0.99  -4.33
H  -3.07  0.82  0.35
H  -4.64  -3.07  -3.92
H  4.19  -2.80  0.24
H  -6.76  0.15  0.75
H  -1.48  -1.69  -2.35

As for the LUMO energy (alpha / beta): 2.49 / 2.48 eV. The frontier orbital gap (alpha / beta) comes out at 4.01 / 4.27 eV. Its multiplicity is 5. As for the total charge: -1.